(1)
The following is a DFT calculation (ωB97M-V with the def2-TZVPD basis set) of 40 unconnected molecules or ions with the total composition H80O40 at a distorted geometry.

Atoms and positions in Å:
1 H -1.13409 -4.10409 5.64639
2 H -1.41855 -4.21476 3.98005
3 O -0.65994 -3.94579 4.74147
4 H 5.63530 -2.36330 -0.79661
5 H 4.35123 -1.61266 -0.46914
6 O 4.66000 -2.44432 -0.99095
7 H -0.98360 3.52693 0.74006
8 H 0.29623 3.83019 1.29175
9 O -0.17243 3.05523 0.98689
10 H 3.30939 -5.01049 -1.17681
11 H 3.60734 -4.18214 0.10859
12 O 2.90641 -4.47269 -0.54439
13 H 4.04589 4.29022 -3.40688
14 H 3.87057 2.99101 -2.69527
15 O 4.47581 3.33615 -3.43588
16 H -5.10844 2.52219 2.28845
17 O -4.80717 1.88599 1.67119
18 H -6.53495 -0.60860 0.72825
19 O -6.37014 -1.38532 0.22645
20 H 0.52431 -6.16576 0.59452
21 H 1.46769 -4.99469 0.68558
22 O 0.63512 -5.30264 1.01028
23 H 1.23796 -0.02503 -5.12445
24 H 0.81505 -0.71090 -3.85257
25 O 0.39232 -0.03011 -4.62262
26 H -0.44407 -2.69404 -1.15754
27 H 0.92879 -3.21071 -1.91731
28 O 0.17843 -2.52133 -1.88492
29 H 4.28367 1.18880 3.00047
30 H 5.68937 1.39439 3.50365
31 O 4.72677 1.69863 3.68108
32 H 3.45016 -2.45382 2.73841
33 O 3.58550 -1.69561 2.21360
34 H -2.20543 2.15958 -0.34766
35 H -0.83100 1.74873 -0.63144
36 O -1.63749 1.80438 -1.04597
37 H 2.64964 -4.39323 4.59259
38 H 1.95192 -3.99293 3.33282
39 O 2.63091 -3.68876 3.93444
40 H 1.25732 -0.42661 1.60869
41 H 0.87748 -0.66333 3.11176
42 O 0.58002 -0.27235 2.28907
43 H -3.25781 -1.05687 3.03259
44 H -4.23815 -0.19531 4.02005
45 O -3.87010 -0.30811 3.16167
46 H 4.33326 4.29464 0.34160
47 H 3.72786 3.02753 0.69807
48 O 4.54846 3.40271 0.29771
49 H -0.85622 -5.27535 2.44070
50 H -2.00225 -5.00301 1.36750
51 O -1.80829 -5.24578 2.38017
52 H 5.40494 0.76171 -3.57668
53 O 5.28733 -0.14595 -3.40426
54 H -6.21409 0.51111 -0.75953
55 H -6.20495 1.12021 0.64715
56 O -6.42043 1.25305 -0.20575
57 H -0.08718 -2.93607 -4.64809
58 O 0.78769 -3.12080 -4.80833
59 H 4.28999 0.57190 -1.08538
60 H 5.46807 1.19693 -0.64627
61 O 5.21801 0.49262 -0.91321
62 H -3.03215 -1.93011 -3.93961
63 H -4.30347 -1.83775 -3.42833
64 O -3.34718 -1.92230 -3.15729
65 H -0.67183 0.60683 -3.17847
66 H -0.83587 2.19101 -2.99687
67 O -0.20672 1.42927 -2.95270
68 H -3.38025 4.26353 0.01284
69 H -4.13019 3.19544 0.62306
70 O -3.57220 3.90973 0.88576
71 H -0.69201 -1.60683 0.57255
72 H 0.25353 -2.35865 1.48824
73 O -0.74547 -2.22807 1.32435
74 H 0.88619 4.36265 2.78740
75 H 1.15074 5.70459 2.83055
76 O 1.35456 4.99288 2.31881
77 H -5.47088 1.10262 -3.06514
78 H -4.62948 -0.15424 -3.17401
79 O -5.50275 0.19245 -3.36495
80 H -1.30136 3.79434 4.85032
81 H -0.52910 2.82272 3.84672
82 O -0.38857 3.70087 4.43493
83 H -2.44998 -3.08821 1.10310
84 H -3.50054 -2.57853 1.99636
85 O -3.42967 -2.94512 1.16580
86 H 2.73738 2.69140 -5.52419
87 H 1.29081 2.08785 -5.21295
88 O 2.04313 2.23115 -5.77269
89 H 2.16842 2.83855 -2.10536
90 O 2.17155 2.82246 -3.16193
91 H 0.83578 5.13558 -2.82655
92 H -0.31362 4.42961 -2.24403
93 O -0.10180 5.18273 -2.79575
94 H 5.77368 -0.75893 -2.78615
95 H -4.15052 1.35317 2.11550
96 H 0.75114 -3.23839 -5.81894
97 H -5.50013 -1.58309 0.64410
98 H 3.69682 -1.01464 2.82788
99 H 1.65305 1.96700 -3.24172
100 O -2.30644 4.65553 -2.44272
101 H -2.69715 3.84368 -2.56605
102 H -2.15260 5.13245 -3.17571
103 O 2.46229 1.78859 -0.38792
104 H 2.64099 1.59513 -1.37832
105 H 1.61732 1.64694 -0.06808
106 O -3.62711 2.29650 4.73182
107 H -3.85453 1.74727 3.84612
108 H -2.99769 2.82333 4.29191
109 O 0.84862 -1.78683 5.33861
110 H -0.12998 -1.68398 5.38408
111 H 0.61404 -2.72192 4.95508
112 O 2.91747 -0.97895 -3.34069
113 H 3.68386 -0.98574 -3.89686
114 H 2.77399 -1.83533 -2.96390
115 O -2.25881 -4.42984 -4.54334
116 H -2.83481 -3.50481 -4.82291
117 H -2.88173 -4.51163 -3.80278
118 O -1.40461 -0.29271 5.70748
119 H -1.31336 0.57478 5.80113
120 H -0.50022 -0.32762 5.30661

As for the HOMO energy: -0.36134 Eh. The calculation puts the calculated total energy at -83189.0688 eV. The charge is 0.



(2)
The following is a DFT calculation (ωB97M-V with the def2-TZVPD basis set) of 40 unconnected molecules or ions with the total composition H80O40 at a distorted geometry.

Atoms and positions in Å:
1 H 4.18130 -2.99099 0.88061
2 H 4.25699 -2.25030 2.36287
3 O 4.69719 -2.48153 1.53450
4 H 3.70920 4.87540 -1.35236
5 H 2.87791 3.73121 -0.76754
6 O 3.64858 4.33283 -0.68676
7 H -3.49411 4.67281 0.22244
8 H -2.77838 5.30908 1.40472
9 O -3.16323 5.59444 0.55165
10 H 1.92895 -3.24384 1.10934
11 H 2.29649 -3.87349 -0.23677
12 O 2.68672 -3.67125 0.61132
13 H -0.85143 -0.69795 -4.91080
14 H -1.55974 -0.91256 -3.42345
15 O -0.66554 -0.67644 -3.91747
16 H -3.55660 2.17968 -0.57606
17 O -3.46220 2.48958 0.34621
18 H -1.84909 -0.49823 6.23328
19 O -0.91715 -0.40680 6.34208
20 H 5.70436 2.13648 -2.90758
21 H 5.55196 1.31087 -1.43125
22 O 5.60769 1.32737 -2.32013
23 H -6.23668 2.80556 -0.46840
24 H -5.87035 3.29123 -1.92269
25 O -6.01165 2.59412 -1.43809
26 H 1.78771 -0.67190 3.30471
27 H 1.14114 -1.99947 3.17003
28 O 1.64049 -1.38474 2.65993
29 H 1.94216 -4.21859 2.54185
30 H 0.60017 -4.61866 1.97648
31 O 0.99595 -4.02466 2.57977
32 H 1.81893 -2.48392 -1.76895
33 O 1.64693 -3.45548 -1.68732
34 H 4.24520 -0.11105 1.42779
35 H 5.28489 -0.87894 0.67679
36 O 4.94337 -0.03781 0.75130
37 H 1.85178 3.97188 3.78476
38 H 1.48699 3.17775 5.18820
39 O 1.61318 4.05558 4.78252
40 H -3.95319 -4.16401 -2.84930
41 H -3.33969 -2.86376 -2.54571
42 O -3.24393 -3.68558 -3.14246
43 H -4.26154 -0.51594 2.12315
44 H -5.11066 -1.01031 1.01802
45 O -5.18137 -0.45248 1.85576
46 H 3.53055 -3.46037 -3.92482
47 H 2.72251 -4.74433 -3.98183
48 O 3.68719 -4.39375 -3.73039
49 H -1.79064 -2.46885 -1.56068
50 H -1.14874 -1.35480 -0.87321
51 O -2.00655 -1.57333 -1.36170
52 H -1.63329 1.08225 -1.55506
53 O -1.77795 0.98985 -0.74292
54 H 3.83245 2.72792 2.44609
55 H 4.48762 3.51618 3.64297
56 O 4.05635 3.63068 2.84253
57 H 0.97525 6.33492 2.30195
58 O 0.53703 6.16915 1.46785
59 H -4.19654 -4.74985 -0.67118
60 H -2.84790 -4.48024 -1.53800
61 O -3.27955 -4.46579 -0.68737
62 H -4.51011 -0.76649 4.13961
63 H -3.61659 0.57299 4.20491
64 O -4.06699 -0.01614 4.60403
65 H 0.47212 -2.53857 -4.41177
66 H -0.73891 -3.51108 -4.01677
67 O 0.14685 -3.44540 -4.22505
68 H -0.02135 0.82477 2.53035
69 H -1.25174 0.24890 2.07215
70 O -0.92527 1.00154 2.61025
71 H 0.43063 -4.63344 -1.45452
72 H -0.66989 -5.35580 -1.96334
73 O -0.41283 -4.95463 -1.15450
74 H -1.50173 4.18636 -3.58684
75 H -0.95107 5.63121 -3.32478
76 O -1.06041 4.76391 -2.95814
77 H 1.31383 -1.69242 -0.04522
78 H 2.15939 -0.54160 -0.10818
79 O 1.42697 -0.94734 -0.42149
80 H -5.51000 -0.77090 -3.19252
81 H -4.10178 -0.68197 -3.76318
82 O -4.69409 -0.98385 -3.06338
83 H 2.86227 1.96786 -5.40430
84 H 2.22869 1.36683 -4.32939
85 O 2.20448 1.21706 -5.22858
86 H 0.43801 0.40747 4.35552
87 H 1.60678 -0.18723 5.12651
88 O 1.41543 0.37836 4.37401
89 H 2.17174 -1.22591 -3.55628
90 O 2.54704 -1.40982 -2.73458
91 H -3.40612 -3.64517 2.02566
92 H -4.26245 -3.35303 0.77357
93 O -4.21313 -3.24141 1.74442
94 H -1.46788 1.75508 -0.28547
95 H -3.89442 1.85696 0.87728
96 H -0.07261 6.67350 0.99547
97 H -0.57277 0.38137 6.55732
98 H 1.99509 -3.83606 -2.49399
99 H 2.32520 -0.65268 -2.22581
100 O 0.46055 1.48429 -1.65793
101 H 1.13538 2.05093 -1.32109
102 H 0.90830 0.79902 -2.05815
103 O -1.19770 2.06073 4.91232
104 H -2.03416 1.70710 5.27807
105 H -1.73071 2.28513 4.08724
106 O 3.15463 0.94149 -2.57917
107 H 4.03603 0.59720 -2.27592
108 H 3.11887 1.55213 -1.85004
109 O -0.14120 3.57798 -0.19901
110 H -0.97478 4.13730 -0.10429
111 H 0.33324 4.06507 0.69520
112 O 2.19601 1.67628 2.17819
113 H 1.44410 2.12090 1.54302
114 H 2.26919 2.44461 2.73988
115 O -0.60663 1.95835 -4.84237
116 H -0.90888 2.46311 -5.41705
117 H 0.22265 1.99686 -5.04543
118 O -1.19279 -5.29414 3.45982
119 H -0.57854 -4.70439 3.68914
120 H -1.52344 -5.09801 2.56344

As for the HOMO energy: -0.36905 Eh. The calculation puts the calculated total energy at -83188.9937 eV. The charge is 0.



Kohn-Sham gap in eV, matching the order above: 9.26 9.74
Energy above the lowest of the compared OMol25 structures with the same formula, charge and spin in eV, matching the order above: 16.747 16.822